Record 1
Formula: C41H44BrKN9O4S6
Source: the Open Molecules 2025 dataset
Level of theory: ωB97M-V/def2-TZVPD

* lowest unoccupied orbital energy: 1.72 eV
* HOMO level: -4.64 eV
* maximum force: 0.15 eV/Å
* relative energy (zero: lowest compared OMol25 entry of this formula, charge and spin): 0.0 kcal/mol
* electronic energy: -7945.72141 a.u.

Structure (ORCA input):
```
! wB97M-V def2-TZVPD RIJCOSX def2/J DEFGRID3
* xyz -1 1
K -0.45 0.97 -0.74
C -0.20 5.24 -1.29
O -0.99 4.93 -2.43
C -1.76 3.83 -2.29
O -1.81 3.18 -1.25
N -2.46 3.57 -3.40
N -3.37 2.51 -3.50
H 0.38 6.12 -1.56
H 0.47 4.41 -1.05
H -0.83 5.46 -0.43
H -2.41 4.21 -4.17
H -3.85 2.41 -2.61
H -2.83 1.65 -3.65
Br -1.29 -7.94 5.54
C -0.24 -6.37 5.70
C -0.28 -5.64 6.87
C 0.50 -4.50 6.99
C 1.30 -4.07 5.93
C 1.34 -4.84 4.76
C 0.58 -5.98 4.64
N 2.20 -2.99 6.13
N 2.24 -1.99 5.37
C 1.32 -1.68 4.37
C -0.03 -2.05 4.33
C -0.89 -1.61 3.36
C -0.47 -0.77 2.29
O -1.24 -0.38 1.37
C 0.94 -0.34 2.34
N 1.36 0.49 1.35
C 2.59 0.95 1.38
C 3.50 0.60 2.39
C 3.11 -0.27 3.37
C 1.79 -0.77 3.38
H -0.91 -5.95 7.69
H 0.50 -3.92 7.90
H 1.97 -4.52 3.94
H 0.61 -6.57 3.74
H -0.44 -2.67 5.12
H -1.94 -1.89 3.38
H 2.88 1.61 0.57
H 4.51 1.01 2.37
H 3.79 -0.57 4.16
C -4.64 -0.06 -1.48
N -4.83 1.31 -0.98
C -6.27 1.55 -0.86
N -6.93 0.59 0.03
C -6.67 -0.76 -0.49
N -5.24 -1.06 -0.59
C -4.64 -0.91 0.74
N -4.85 0.43 1.29
C -4.23 1.38 0.36
C -6.28 0.70 1.35
H -3.57 -0.26 -1.58
H -5.10 -0.14 -2.47
H -6.72 1.49 -1.85
H -6.42 2.56 -0.47
H -7.13 -0.85 -1.48
H -7.14 -1.48 0.18
H -3.57 -1.10 0.69
H -5.10 -1.64 1.41
H -3.17 1.11 0.29
H -4.32 2.40 0.75
H -6.44 1.71 1.74
H -6.75 -0.02 2.03
C 0.14 -2.40 -1.12
S -1.65 -2.15 -1.26
C -1.87 -2.39 -2.98
C -1.57 -1.50 -3.96
S -0.88 0.08 -3.83
S -1.93 -2.07 -5.58
C -2.51 -3.65 -5.19
S -2.98 -4.75 -6.33
S -2.54 -3.93 -3.50
H 0.42 -2.07 -0.12
H 0.66 -1.80 -1.87
H 0.40 -3.45 -1.24
O 1.46 2.38 -2.04
S 2.08 2.51 -3.39
C 3.74 3.29 -3.14
C 4.18 3.34 -1.70
C 3.59 4.26 -0.84
C 4.00 4.35 0.48
C 5.01 3.52 0.96
C 5.60 2.60 0.10
C 5.18 2.51 -1.22
C 2.60 0.86 -3.94
C 3.59 0.14 -3.07
C 3.23 -0.28 -1.79
C 4.15 -0.94 -0.99
C 5.43 -1.20 -1.46
C 5.79 -0.79 -2.74
C 4.87 -0.13 -3.54
H 3.63 4.30 -3.54
H 4.46 2.75 -3.76
H 2.81 4.91 -1.20
H 3.53 5.06 1.15
H 5.33 3.59 1.99
H 6.38 1.95 0.46
H 5.64 1.78 -1.88
H 2.98 1.01 -4.95
H 1.65 0.33 -4.02
H 2.24 -0.08 -1.42
H 3.86 -1.25 0.01
H 6.15 -1.72 -0.84
H 6.78 -1.00 -3.12
H 5.15 0.18 -4.54
*
```

Atomic partial charges in e from the Löwdin method, atoms 1 to 99: 0.62 -0.05 -0.03 -0.58 -0.01 0.01 0.05 0.09 0.06 0.10 0.14 0.05 -0.01 0.70 -0.70 -0.14 -0.04 -0.31 -0.04 -0.12 0.04 0.04 -0.25 -0.03 -0.01 -0.39 -0.14 -0.15 0.08 -0.15 -0.06 -0.01 -0.10 0.10 0.11 0.12 0.10 0.11 0.11 0.09 0.09 0.10 -0.17 -0.10 -0.18 -0.09 -0.18 -0.08 -0.17 -0.08 -0.16 -0.19 0.08 0.13 0.12 0.12 0.12 0.12 0.08 0.13 0.10 0.13 0.12 0.12 -0.36 0.81 -1.00 -1.15 0.51 0.88 -1.54 0.46 0.89 0.02 0.02 0.04 -0.59 0.96 -0.25 -0.27 -0.05 -0.07 -0.11 -0.09 -0.04 -0.30 -0.27 -0.03 -0.06 -0.08 -0.10 -0.07 0.09 0.09 0.10 0.11 0.10 0.11 0.10

***

Record 2
Formula: C19H23BN2O13
Source: the Open Molecules 2025 dataset
Level of theory: ωB97M-V/def2-TZVPD

* lowest unoccupied orbital energy: -0.59 eV
* HOMO level: -9.39 eV
* maximum force: 2.19 eV/Å
* electronic energy: -1850.45301 a.u.

Structure (ORCA input):
```
! wB97M-V def2-TZVPD RIJCOSX def2/J DEFGRID3
* xyz 0 1
C -4.48 -1.46 1.68
N -4.65 -2.16 0.38
C -6.08 -2.06 -0.03
B -3.81 -1.67 -0.65
O -4.16 -1.94 -1.97
N -2.51 -0.93 -0.41
C -2.58 0.46 -0.16
O -3.39 1.06 0.49
C -1.47 1.13 -0.89
C -1.05 2.45 -0.88
C 0.04 2.77 -1.69
C 0.64 1.80 -2.49
O 1.72 2.15 -3.29
C 0.22 0.48 -2.49
C -0.84 0.17 -1.66
C -1.50 -1.13 -1.39
O -1.19 -2.17 -1.89
H -3.46 -1.19 1.87
H -5.03 -0.52 1.64
H -4.91 -2.03 2.51
H -6.27 -1.16 -0.61
H -6.33 -2.92 -0.64
H -6.72 -2.00 0.84
H -4.12 -1.15 -2.52
H -1.55 3.18 -0.25
H 0.40 3.78 -1.70
H 1.38 2.61 -4.07
H 0.69 -0.29 -3.09
C 2.97 -3.76 -0.84
C 2.30 -2.73 -1.72
O 2.64 -1.51 -1.06
C 3.76 -1.71 -0.33
O 4.38 -0.85 0.20
O 4.07 -3.03 -0.28
H 3.33 -4.63 -1.38
H 2.32 -4.09 -0.02
H 2.72 -2.71 -2.73
H 1.22 -2.85 -1.79
C 0.46 -0.66 4.39
C -0.34 0.54 3.94
O -1.54 -0.07 3.45
C -1.68 -1.28 4.04
O -2.65 -1.96 3.97
O -0.55 -1.61 4.73
H 1.10 -0.46 5.25
H 1.08 -1.08 3.59
H -0.60 1.20 4.77
H 0.14 1.11 3.16
C 4.84 2.64 -0.37
C 3.76 3.21 -1.25
O 3.97 4.62 -1.13
C 5.26 4.82 -0.77
O 5.80 5.88 -0.75
O 5.86 3.65 -0.45
H 5.22 1.68 -0.72
H 4.53 2.53 0.67
H 3.87 2.92 -2.29
H 2.76 2.94 -0.92
*
```

Listed below, in e, are the natural (NBO) charges computed for each atom: -0.40 -0.66 -0.40 1.17 -0.89 -0.73 0.68 -0.54 -0.08 -0.17 -0.25 0.29 -0.71 -0.20 -0.14 0.69 -0.54 0.22 0.18 0.20 0.18 0.21 0.20 0.49 0.24 0.23 0.49 0.24 -0.10 -0.11 -0.50 0.97 -0.59 -0.49 0.21 0.19 0.18 0.23 -0.10 -0.10 -0.49 0.97 -0.57 -0.49 0.21 0.19 0.19 0.20 -0.10 -0.10 -0.50 0.97 -0.57 -0.49 0.22 0.18 0.20 0.20

***

Record 3
Formula: C29H52BF4NO12
Source: the Open Molecules 2025 dataset
Level of theory: ωB97M-V/def2-TZVPD

* lowest unoccupied orbital energy: 0.18 eV
* HOMO level: -9.86 eV
* maximum force: 5.47 eV/Å
* electronic energy: -2518.22506 a.u.

Structure (ORCA input):
```
! wB97M-V def2-TZVPD RIJCOSX def2/J DEFGRID3
* xyz 0 1
C 4.87 5.19 -0.34
O 6.11 4.73 -0.80
C 6.60 3.62 -0.07
C 5.86 2.30 -0.30
C 6.25 1.54 -1.60
C 6.67 2.40 -2.80
C 5.55 3.25 -3.48
C 4.11 2.92 -3.07
C 3.06 3.62 -3.97
C 1.94 2.64 -4.45
C 0.53 3.01 -3.92
C -0.11 2.05 -2.87
C 0.92 2.11 -1.71
C -1.39 2.85 -2.47
B -1.61 3.29 -0.95
O -1.68 2.41 0.14
O -1.74 4.64 -0.66
C -2.55 1.93 -2.87
O -3.64 2.20 -3.12
O -2.00 0.68 -2.86
C -0.59 0.61 -3.28
C -0.16 -0.53 -2.34
C 1.26 -1.02 -2.49
O 2.11 -0.49 -3.13
N 1.53 -2.24 -1.84
C 2.86 -2.74 -2.16
C 1.30 -2.14 -0.38
C -0.79 0.23 -4.79
F -1.12 1.27 -5.56
F -1.84 -0.60 -4.84
C 0.33 -0.57 -5.48
F 1.41 0.14 -5.75
F -0.18 -0.96 -6.68
H 4.96 5.88 0.52
H 4.40 5.74 -1.16
H 4.17 4.40 -0.05
H 7.64 3.45 -0.36
H 6.64 3.85 1.00
H 4.77 2.39 -0.24
H 6.14 1.65 0.54
H 7.12 0.92 -1.34
H 5.46 0.83 -1.84
H 7.06 1.71 -3.56
H 7.50 3.06 -2.54
H 5.73 4.32 -3.39
H 5.61 3.04 -4.56
H 3.98 1.84 -3.07
H 3.92 3.28 -2.06
H 2.65 4.48 -3.44
H 3.54 4.01 -4.88
H 2.27 1.64 -4.18
H 1.91 2.68 -5.54
H 0.63 3.97 -3.42
H -0.13 3.23 -4.77
H 0.59 1.55 -0.83
H 1.16 3.14 -1.47
H 1.87 1.66 -2.00
H -1.54 3.78 -3.02
H -0.87 2.56 0.65
H -2.65 4.88 -0.47
H -0.42 -0.26 -1.32
H -0.82 -1.38 -2.58
H 2.95 -3.76 -1.77
H 3.66 -2.12 -1.76
H 3.00 -2.83 -3.23
H 1.75 -1.26 0.08
H 0.22 -2.19 -0.20
H 1.70 -3.05 0.06
H 0.58 -1.50 -4.97
C -3.14 -1.01 0.41
C -4.29 -0.22 0.98
O -5.06 -1.00 1.91
C -4.51 -1.18 3.11
O -3.45 -0.74 3.48
O -5.34 -1.94 3.83
C -4.83 -2.30 5.12
H -3.50 -1.94 -0.04
H -2.61 -0.43 -0.35
H -2.42 -1.29 1.18
H -4.97 0.06 0.18
H -3.95 0.70 1.46
H -4.54 -1.41 5.69
H -3.99 -2.98 5.02
H -5.63 -2.81 5.66
C -7.11 -6.20 10.30
C -5.63 -6.43 10.10
O -5.35 -7.12 8.88
C -5.45 -6.40 7.77
O -5.73 -5.23 7.70
O -5.20 -7.20 6.73
C -5.36 -6.57 5.46
H -7.65 -7.15 10.24
H -7.30 -5.75 11.27
H -7.52 -5.55 9.53
H -5.24 -7.06 10.90
H -5.07 -5.49 10.14
H -4.77 -5.66 5.39
H -6.42 -6.36 5.29
H -5.02 -7.27 4.70
*
```

Listed below, in e, are the Löwdin charges computed for each atom: -0.12 -0.18 -0.23 -0.17 -0.20 -0.18 -0.19 -0.21 -0.17 -0.17 -0.13 -0.28 -0.01 -0.02 -0.58 0.15 0.15 -0.45 0.22 0.03 -0.16 0.00 -0.46 0.11 -0.15 -0.07 -0.05 -0.39 0.17 0.14 -0.31 0.12 0.09 0.09 0.09 0.07 0.12 0.12 0.09 0.11 0.10 0.09 0.10 0.10 0.10 0.10 0.10 0.08 0.10 0.10 0.07 0.11 0.11 0.12 0.08 0.11 0.07 0.15 0.11 0.12 0.12 0.15 0.09 0.09 0.09 0.10 0.08 0.09 0.17 -0.06 -0.20 0.04 -0.61 0.12 0.01 -0.04 0.09 0.06 0.07 0.13 0.12 0.10 0.09 0.09 -0.07 -0.21 0.04 -0.60 0.12 0.01 -0.04 0.08 0.08 0.07 0.12 0.12 0.08 0.10 0.09

***

Record 4
Formula: C3H8ClNO
Source: the Open Molecules 2025 dataset
Level of theory: ωB97M-V/def2-TZVPD

* lowest unoccupied orbital energy: 0.77 eV
* HOMO level: -10.14 eV
* maximum force: 7.03 eV/Å
* relative energy (zero: lowest compared OMol25 entry of this formula, charge and spin): 80.2 kcal/mol
* electronic energy: -709.18401 a.u.

Structure (ORCA input):
```
! wB97M-V def2-TZVPD RIJCOSX def2/J DEFGRID3
* xyz 0 1
C 1.27 -0.51 0.03
C 0.01 -0.02 -0.41
C -0.42 1.30 0.37
H 2.79 0.63 -0.89
H 3.33 -0.08 0.35
H 1.11 -0.72 1.21
H 1.67 -1.51 -0.27
H -0.05 -0.01 -1.41
H -0.30 1.10 1.54
H 0.26 1.98 -0.19
H -2.33 0.99 -0.23
N 2.37 0.60 0.01
O -1.58 1.75 -0.12
Cl -0.92 -1.48 0.05
*
```

Listed below, in e, are the natural (NBO) charges computed for each atom: -0.26 -0.22 -0.05 0.34 0.33 0.19 0.21 0.21 0.18 0.21 0.47 -0.82 -0.71 -0.10

***

Record 5
Formula: C2H4ClN
Source: the Open Molecules 2025 dataset
Level of theory: ωB97M-V/def2-TZVPD

* lowest unoccupied orbital energy (spin up / spin down): -0.12 / -0.09 eV
* HOMO level (spin up / spin down): -8.45 / -9.81 eV
* maximum force: 7.05 eV/Å
* relative energy (zero: lowest compared OMol25 entry of this formula, charge and spin): 127.9 kcal/mol
* electronic energy: -593.33739 a.u.

Structure (ORCA input):
```
! wB97M-V def2-TZVPD RIJCOSX def2/J DEFGRID3
* xyz 0 1
C -1.00 -1.20 -1.62
C 0.15 -0.21 0.36
N -0.08 -1.53 0.04
Cl -1.17 -2.38 -2.65
H -0.87 -0.07 -1.89
H 0.84 0.37 -0.30
H 0.43 -0.19 1.47
H -0.88 0.31 0.37
*
```

Listed below, in e, are the natural (NBO) charges computed for each atom: -0.23 -0.54 -0.21 0.15 0.19 0.21 0.21 0.21